[1]
Computed, not measured: one molecule with the formula C4H3ClN2O, with ωB97M-V/def2-TZVPD.

XYZ file:
```
11
Properties=species:S:1:pos:R:3:forces:R:3
H -0.48644 0.10668 -1.96701 -0.243 -0.281 -0.886
N 0.22946 1.75264 0.93234 -0.210 0.401 -0.396
N -0.32760 2.62256 -1.20005 0.059 0.008 0.686
O 0.30856 -0.58071 1.20294 -0.048 0.163 0.153
C -0.12378 1.61922 -0.44126 -0.029 0.181 -0.293
H -0.22292 3.48750 -0.64448 0.021 -0.466 -0.322
C -0.02525 -0.76434 -0.10180 -0.016 0.310 -0.420
H 0.66121 0.77273 2.68767 -0.108 -0.153 -0.496
C -0.24257 0.24478 -0.95170 0.389 0.150 1.419
C 0.39990 0.72377 1.62254 0.191 -0.498 0.502
Cl -0.10489 -2.42872 -0.50544 -0.006 0.186 0.052
```
Forces are in eV/Å.

The calculation puts the energy relative to the best compared isomer or geometry (same formula, charge and spin) at 93.1 kJ/mol. The value obtained for the gap between HOMO and LUMO is 10.06 eV. The total energy is -799.1417 a.u. As for the max |F|: 1.48 eV/A.

=====

[2]
Computed, not measured: one molecule with the formula C4H3ClN2S, with ωB97M-V/def2-TZVPD.

XYZ file:
```
11
Properties=species:S:1:pos:R:3:forces:R:3
H -2.40252 1.07427 0.00572 0.161 -0.224 -0.002
C 0.32639 0.90365 -0.00265 0.086 -0.937 0.029
C 1.05995 -1.26514 -0.00292 0.731 -0.809 -0.016
N -0.20484 -1.39131 -0.00301 -0.214 0.463 0.053
N -2.00405 0.14502 -0.00144 -0.352 0.104 0.035
S 3.11756 0.60276 0.00111 -0.112 -0.062 -0.012
H -2.61560 -0.65623 0.00782 0.131 0.086 -0.002
Cl 0.12986 2.60105 -0.00198 -0.045 0.018 0.001
H 1.72670 -2.14290 -0.00248 -0.279 0.579 -0.009
C -0.69036 -0.03492 0.00417 0.487 0.484 -0.114
C 1.55691 0.16376 -0.00436 -0.593 0.298 0.037
```
Forces are in eV/Å.

The calculation puts the energy relative to the best compared isomer or geometry (same formula, charge and spin) at 49.1 kJ/mol. The value obtained for the gap between HOMO and LUMO is 6.86 eV. The total energy is -1122.0877 a.u. As for the max |F|: 1.09 eV/A.

=====

[3]
Computed, not measured: an isolated ion of composition C4H3ClN3O2 and charge -1, with ωB97M-V/def2-TZVPD.

XYZ file:
```
13
Properties=species:S:1:pos:R:3:forces:R:3
C 0.45427 -0.84214 -0.85097 0.619 -0.826 -0.034
C -0.84953 1.18023 2.57935 0.127 -0.412 0.500
N -0.36975 1.24700 0.12996 -0.130 -0.088 -0.368
O -1.14647 0.51976 3.52395 -0.285 0.120 -0.074
H 0.02299 -0.57832 -2.82245 0.108 -0.066 0.161
C -0.08560 1.54522 1.46767 1.362 -0.848 -0.772
H -0.80017 2.06855 -0.30489 0.169 -0.295 0.226
N 0.23510 -1.33423 -2.18238 -0.001 -0.147 -0.294
H 1.01948 -1.88651 -2.51029 -0.146 0.061 0.027
N -0.05768 0.39771 -0.78726 -0.725 1.053 -0.045
C 1.12389 -1.56813 0.12883 -0.647 1.284 0.741
O -1.17055 2.40202 2.09184 -0.609 0.393 0.150
Cl 1.62403 -3.15116 -0.46337 0.157 -0.228 -0.218
```
Forces are in eV/Å.

The calculation puts the energy relative to the best compared isomer or geometry (same formula, charge and spin) at 129.5 kJ/mol. The value obtained for the gap between HOMO and LUMO (alpha / beta) is 7.02 / 6.66 eV. The total energy is -928.9970 a.u. As for the net charge: -1. As for the max |F|: 1.78 eV/A.

=====

[4]
Computed, not measured: an isolated ion of composition C4H3ClNS and charge -1, with ωB97M-V/def2-TZVPD.

XYZ file:
```
10
Properties=species:S:1:pos:R:3:forces:R:3
H 1.91170 -1.57043 0.70169 0.221 0.198 -0.045
Cl -2.27845 -0.38548 -1.36184 0.037 0.019 -0.233
C -0.67185 1.24438 0.11959 0.725 0.711 -0.168
S -1.45147 2.69062 -0.12873 -0.401 0.159 0.160
H 0.29669 1.22429 0.74173 -1.044 0.417 -0.441
C 0.14931 -0.97430 -0.34063 -0.419 -0.048 0.132
C 1.28068 -0.69363 0.48101 -0.110 -1.016 -0.378
C -0.80589 0.01879 -0.49129 -0.335 -0.556 0.159
N 1.58060 0.41728 1.00030 1.269 0.122 0.854
H -0.01131 -1.97152 -0.72181 0.056 -0.005 -0.040
```
Forces are in eV/Å.

The calculation puts the energy relative to the best compared isomer or geometry (same formula, charge and spin) at 0.0 kJ/mol. The value obtained for the gap between HOMO and LUMO (alpha / beta) is 6.18 / 7.05 eV. The total energy is -1067.3044 a.u. As for the net charge: -1. Its spin multiplicity is 3. As for the max |F|: 1.53 eV/A.

=====

[5]
Computed, not measured: one molecule with the formula C4H3ClOS, with ωB97M-V/def2-TZVPD.

XYZ file:
```
10
Properties=species:S:1:pos:R:3:forces:R:3
O 0.11375 2.36458 -1.31439 -0.034 -1.939 0.351
C -0.36358 0.59551 0.30702 -0.616 -0.125 -0.104
S 2.05481 0.53608 -0.92031 -2.166 -2.914 0.173
H 1.39818 -0.91768 -0.50914 1.755 3.208 -0.912
Cl -2.04036 1.02871 0.33182 -1.869 0.552 -0.331
C -0.49284 -2.06367 0.55405 -0.406 -2.049 0.916
C 0.38264 1.27500 -0.86518 1.634 0.907 0.565
H -0.02206 1.21393 1.12984 0.803 -0.627 0.434
H -0.69527 -3.15834 0.79221 0.532 2.252 -0.697
C -0.33527 -0.87412 0.49407 0.365 0.737 -0.396
```
Forces are in eV/Å.

The calculation puts the energy relative to the best compared isomer or geometry (same formula, charge and spin) at 289.4 kJ/mol. The value obtained for the gap between HOMO and LUMO is 10.40 eV. The total energy is -1087.7122 a.u. As for the max |F|: 3.77 eV/A.

=====

[6]
Computed, not measured: C4H3CoLiO as an isolated structure, with ωB97M-V/def2-TZVPD.

XYZ file:
```
10
Properties=species:S:1:pos:R:3:forces:R:3
Co 2.22660 0.38089 -0.54296 0.229 -1.166 0.023
O 0.83440 1.66808 -0.76089 -1.282 1.151 -0.157
H -1.71819 1.47968 -0.76560 1.328 1.037 -1.498
C -1.08389 0.32551 -0.18964 3.062 -1.470 0.792
C 1.10127 -1.96544 0.24426 0.194 0.445 -0.224
Li -1.06742 0.88090 2.14880 -0.350 0.101 0.998
C 0.17666 -1.17454 0.10238 -0.359 2.381 -1.019
H -1.99374 -0.26692 -0.13766 -0.795 0.585 0.166
C -0.33718 1.37665 -0.55357 -1.960 -2.832 0.840
H 1.86150 -2.70482 0.45485 -0.067 -0.231 0.080
```
Forces are in eV/Å.

The calculation puts the energy relative to the best compared isomer or geometry (same formula, charge and spin) at 227.6 kJ/mol. The value obtained for the gap between HOMO and LUMO (alpha / beta) is 9.62 / 6.64 eV. The total energy is -1618.1330 a.u. As for the net charge: +3. Its spin multiplicity is 5. As for the max |F|: 3.55 eV/A.

=====

[7]
Computed, not measured: C4H3DyO6 as an isolated structure, with ωB97M-V/def2-TZVPD.

XYZ file:
```
14
Properties=species:S:1:pos:R:3:forces:R:3
C 2.30461 0.35662 -1.55958 -2.196 -1.531 1.386
H -0.39516 -2.64330 -0.63495 0.431 0.362 -0.233
H 0.74663 -1.71961 0.55277 0.070 0.022 -0.760
O 3.05267 0.54130 -2.54693 0.691 0.111 -0.769
Dy 0.79052 2.13572 0.85053 2.094 0.705 -0.490
O -1.21422 2.28564 1.58381 -0.771 -0.117 0.156
O -0.85429 0.29822 0.82474 0.809 -3.767 -1.147
O -2.93447 0.80217 1.62926 1.581 0.057 -0.647
C -0.13124 -1.73088 -0.10041 0.796 -1.219 1.166
C -1.16525 -0.92686 0.28773 -0.464 3.569 -0.598
H -2.19632 -1.02992 -0.04947 -0.035 -0.146 0.501
C -1.82038 1.18940 1.39593 -3.448 0.842 1.460
O 2.24519 1.13508 -0.55919 -0.010 0.384 -0.017
O 1.57171 -0.69359 -1.67423 0.452 0.727 -0.009
```
Forces are in eV/Å.

The value obtained for the gap between HOMO and LUMO (alpha / beta) is 4.71 / 7.46 eV. The total energy is -1490.3730 a.u. As for the net charge: +1. Its spin multiplicity is 7. As for the max |F|: 4.02 eV/A.

=====

[8]
Computed, not measured: one molecule with the formula C4H3F3, with ωB97M-V/def2-TZVPD.

XYZ file:
```
10
Properties=species:S:1:pos:R:3:forces:R:3
H -0.06849 0.13408 -2.37469 -1.188 -0.584 1.418
H 1.92228 -1.79549 0.68278 -2.034 3.185 -0.092
H -1.95416 0.69613 -1.85418 3.132 -1.409 0.280
C 1.22979 -0.91275 0.18717 4.732 -5.950 -0.063
C -0.83901 0.23955 -1.55512 -2.726 3.124 -3.334
F -1.62327 1.15423 0.40404 0.390 -0.131 -0.169
C -0.62101 0.57640 -0.30591 -0.816 -1.100 0.492
F 0.16617 0.27650 1.85114 0.482 -0.619 -0.282
F 1.39560 -1.20763 -1.11236 -0.377 0.415 -0.781
C 0.33919 -0.07698 0.55062 -1.595 3.069 2.531
```
Forces are in eV/Å.

The calculation puts the energy relative to the best compared isomer or geometry (same formula, charge and spin) at 189.9 kJ/mol. The value obtained for the gap between HOMO and LUMO is 10.05 eV. The total energy is -453.6939 a.u. As for the max |F|: 7.60 eV/A.

=====

[9]
Computed, not measured: an isolated ion of composition C4H3FNO2 and charge +1, with ωB97M-V/def2-TZVPD.

XYZ file:
```
11
Properties=species:S:1:pos:R:3:forces:R:3
C 1.38254 0.39976 0.46818 -3.657 0.217 0.864
H 2.34596 0.06027 0.72195 1.846 0.570 -0.742
C -0.81353 -0.45721 0.44770 2.975 2.090 0.518
N -0.92586 0.12665 -1.93084 -0.257 1.155 -0.485
C 0.34888 -0.32900 1.16598 0.072 -0.507 0.512
H -1.47837 -1.16851 0.72148 -2.361 -2.056 0.419
C -0.85812 0.43191 -0.70052 -0.420 -0.952 -0.497
H 0.57941 -0.93995 2.11459 -0.264 1.043 -1.839
O -0.29019 1.66158 -0.44459 -0.705 -0.357 -0.254
O 1.07698 1.32474 -0.40488 3.007 -0.723 1.126
F -1.36770 -1.11024 -2.15904 -0.236 -0.481 0.378
```
Forces are in eV/Å.

The calculation puts the energy relative to the best compared isomer or geometry (same formula, charge and spin) at 0.0 kJ/mol. The value obtained for the gap between HOMO and LUMO (alpha / beta) is 8.93 / 8.93 eV. The total energy is -458.7649 a.u. As for the net charge: +1. As for the max |F|: 3.76 eV/A.

=====

[10]
Computed, not measured: one molecule with the formula C4H3FO2S, with ωB97M-V/def2-TZVPD.

XYZ file:
```
11
Properties=species:S:1:pos:R:3:forces:R:3
H 0.14475 0.34866 1.56722 0.185 0.247 -0.497
F 1.90044 -0.45919 1.04338 0.706 0.413 -0.049
C 0.87239 1.33769 -0.25698 -0.582 0.075 0.716
H 1.87058 1.80216 -0.27402 0.127 -0.069 -0.196
S -2.50904 0.07994 0.56713 0.536 -0.100 -0.436
C -0.04626 -0.96613 -0.16307 0.842 0.930 -1.688
C 0.72678 0.11145 0.65563 -1.029 -1.315 0.045
C -1.50134 -0.76024 -0.37386 -1.346 -1.186 0.953
O -0.09157 1.79407 -0.81454 0.685 -0.057 -0.022
H -1.88869 -1.50789 -1.08625 0.135 0.638 -0.071
O 0.52197 -1.78054 -0.86463 -0.258 0.425 1.246
```
Forces are in eV/Å.

The calculation puts the energy relative to the best compared isomer or geometry (same formula, charge and spin) at 123.2 kJ/mol. The value obtained for the gap between HOMO and LUMO is 7.76 eV. The total energy is -802.6844 a.u. As for the max |F|: 2.10 eV/A.

=====

[11]
Computed, not measured: one molecule with the formula C4H3FO3, with ωB97M-V/def2-TZVPD.

XYZ file:
```
11
Properties=species:S:1:pos:R:3:forces:R:3
F -2.87640 0.65061 0.02524 2.493 -0.225 -0.313
O 1.87690 0.12318 -0.01776 2.591 -2.005 0.376
H 0.14844 -2.51080 0.28671 -0.400 2.173 -1.195
C -0.09412 -1.43946 -0.08006 -0.585 -1.612 1.041
H 2.61843 -0.59606 0.14611 -2.802 1.904 -0.528
C -1.55431 0.25395 -0.06410 -3.343 -1.604 -0.065
O 0.10305 2.09668 -0.06708 -0.827 0.535 -0.102
C -0.37408 0.84321 -0.12347 1.756 -0.860 0.146
C 0.58204 -0.27867 -0.10900 -0.276 0.470 0.227
O -1.46904 -1.12535 -0.10503 0.923 0.971 0.386
H 1.03910 1.98271 0.10844 0.470 0.252 0.027
```
Forces are in eV/Å.

The calculation puts the energy relative to the best compared isomer or geometry (same formula, charge and spin) at 155.8 kJ/mol. The value obtained for the gap between HOMO and LUMO is 8.94 eV. The total energy is -479.7310 a.u. As for the max |F|: 3.71 eV/A.

=====

[12]
Computed, not measured: C4H3FS3 as an isolated structure, with ωB97M-V/def2-TZVPD.

XYZ file:
```
11
Properties=species:S:1:pos:R:3:forces:R:3
H -0.37713 -0.34025 1.77290 -1.172 -1.081 -2.315
C -2.01271 -0.79358 0.32660 -2.901 -1.527 -0.808
C 1.51994 -0.04836 0.07710 -3.013 1.349 -1.910
H -0.37921 0.48583 -1.07804 1.178 1.078 0.302
C 0.04307 0.59432 -0.04856 -0.120 2.761 -0.326
F -0.31141 1.98460 0.42514 1.248 -3.143 -0.738
H -2.43278 -1.84758 0.54393 0.624 1.776 -0.152
C -0.65524 -0.53327 0.60411 3.538 0.644 4.427
S 0.70459 -1.58124 -0.08223 0.235 -1.413 0.924
S -2.88113 0.35750 -0.40105 -0.515 -0.602 0.185
S 2.96538 0.50661 -0.19301 0.899 0.158 0.410
```
Forces are in eV/Å.

The calculation puts the energy relative to the best compared isomer or geometry (same formula, charge and spin) at 122.1 kJ/mol. The value obtained for the gap between HOMO and LUMO is 8.09 eV. The total energy is -1448.5306 a.u. As for the max |F|: 5.70 eV/A.